119
Properties=species:S:1:pos:R:3:lowdin_charge:R:1 method="wB97M-V/def2-TZVPD" e_above_lowest_kcal_mol=0.00 charge=+1 lumo_energy_ev=-2.68 homo_energy_ev=-10.49
Au 0.059 0.522 -0.497 0.982
C -4.457 0.413 -2.399 -0.065
C -3.062 -0.079 -2.003 -0.677
C -3.141 -1.540 -1.561 -0.087
C -2.127 0.021 -3.220 -0.092
P -2.256 0.947 -0.677 1.087
C -2.442 2.715 -1.228 -0.227
N -1.123 3.279 -1.133 0.008
B 0.041 2.537 -0.825 -0.673
N 1.170 3.361 -0.974 -0.002
C 2.523 2.925 -0.750 -0.239
P 2.486 1.076 -0.903 1.145
C 2.682 0.735 -2.755 -0.665
C 4.083 0.972 -3.321 -0.080
C 1.725 1.652 -3.534 -0.086
C 2.248 -0.708 -3.038 -0.095
C 4.006 0.468 0.035 -0.646
C 3.808 0.554 1.552 -0.085
C 5.232 1.330 -0.307 -0.070
C 4.281 -0.995 -0.327 -0.077
C 0.706 4.626 -1.326 -0.143
C 1.395 5.797 -1.579 0.001
C 0.658 6.913 -1.958 -0.080
C -0.726 6.862 -2.078 -0.082
C -1.428 5.690 -1.818 -0.007
C -0.702 4.576 -1.443 -0.141
C -3.056 0.847 1.004 -0.660
C -4.584 0.902 0.939 -0.069
C -2.617 -0.443 1.705 -0.085
C -2.538 2.049 1.806 -0.063
H -4.754 -0.110 -3.310 0.098
H -4.492 1.480 -2.617 0.080
H -5.202 0.193 -1.638 0.072
H -3.445 -2.153 -2.411 0.102
H -3.874 -1.687 -0.769 0.078
H -2.176 -1.906 -1.208 0.038
H -2.540 -0.582 -4.030 0.098
H -1.128 -0.355 -2.991 0.044
H -2.028 1.044 -3.587 0.087
H -3.164 3.212 -0.575 0.101
H -2.834 2.759 -2.248 0.098
H 2.871 3.193 0.251 0.106
H 3.209 3.343 -1.493 0.104
H 4.463 1.967 -3.087 0.084
H 4.028 0.896 -4.409 0.095
H 4.805 0.232 -2.983 0.070
H 2.031 2.697 -3.508 0.091
H 0.695 1.589 -3.179 0.051
H 1.731 1.329 -4.577 0.099
H 2.814 -1.455 -2.484 0.067
H 2.376 -0.915 -4.102 0.098
H 1.187 -0.842 -2.804 0.038
H 3.670 1.579 1.892 0.086
H 4.716 0.161 2.012 0.095
H 2.958 -0.027 1.901 0.056
H 5.043 2.397 -0.196 0.081
H 5.628 1.144 -1.300 0.064
H 6.015 1.075 0.410 0.098
H 3.426 -1.635 -0.099 0.074
H 5.123 -1.345 0.272 0.099
H 4.548 -1.133 -1.372 0.063
H 2.470 5.851 -1.475 0.114
H 1.174 7.842 -2.159 0.107
H -1.268 7.750 -2.371 0.106
H -2.506 5.658 -1.901 0.112
H -5.013 -0.012 0.532 0.073
H -4.948 1.752 0.359 0.086
H -4.964 1.016 1.956 0.101
H -2.960 -1.340 1.193 0.074
H -3.033 -0.457 2.714 0.095
H -1.532 -0.499 1.799 0.036
H -3.018 2.981 1.510 0.091
H -1.459 2.186 1.717 0.058
H -2.768 1.885 2.860 0.104
O 0.754 3.617 2.237 0.056
C 0.794 2.417 2.493 -0.643
O 1.068 1.470 1.679 -0.172
C 0.434 1.975 3.904 -0.085
C 0.713 2.797 4.989 0.091
C 0.386 2.360 6.261 -0.101
C -0.232 1.146 6.511 0.093
C -0.506 0.365 5.405 -0.109
C -0.181 0.753 4.118 0.047
N -1.154 -0.942 5.591 -0.342
O -1.379 -1.601 4.587 0.054
O -1.411 -1.290 6.719 0.111
N 0.705 3.226 7.415 -0.350
O 0.360 2.836 8.510 0.095
O 1.293 4.260 7.185 0.098
H 1.169 3.765 4.841 0.138
H -0.481 0.832 7.512 0.135
H -0.417 0.103 3.292 0.080
C -0.700 -8.104 -1.900 -0.063
C -0.621 -6.728 -2.546 -0.191
N -0.636 -5.634 -1.571 -0.052
C -1.916 -5.240 -0.987 -0.189
C -2.167 -5.779 0.416 -0.049
C 0.549 -5.119 -1.187 -0.433
O 1.635 -5.522 -1.570 0.089
C 0.550 -3.953 -0.228 -0.106
C 1.053 -4.114 1.060 0.027
C 1.179 -3.004 1.876 -0.002
C 0.846 -1.762 1.368 -0.137
N 0.380 -1.602 0.127 -0.049
C 0.220 -2.677 -0.649 -0.093
H -0.655 -8.876 -2.667 0.080
H -1.630 -8.239 -1.348 0.066
H 0.138 -8.253 -1.219 0.084
H -1.458 -6.571 -3.228 0.120
H 0.301 -6.633 -3.116 0.118
H -2.685 -5.608 -1.666 0.124
H -2.001 -4.151 -0.991 0.087
H -2.025 -6.857 0.452 0.072
H -3.192 -5.562 0.720 0.082
H -1.499 -5.324 1.147 0.066
H 1.341 -5.097 1.407 0.140
H 1.546 -3.088 2.889 0.125
H 0.967 -0.850 1.937 0.077
H -0.158 -2.503 -1.650 0.117


128
Properties=species:S:1:pos:R:3:lowdin_charge:R:1 method="wB97M-V/def2-TZVPD" charge=0 lumo_energy_ev=-0.01 smiles="CCCCCCCCCCC[C@@]1(NCCCC)C[C@@H]([PH2]=O)S(=O)(=O)O[C@H]1N=C=O.CCOS(C)(=O)=O.CCOS(C)(=O)=O.CCOS(C)(=O)=O.CCOS(C)(=O)=O" homo_energy_ev=-9.75
C 5.885 2.328 1.373 -0.108
C 6.305 1.275 0.346 -0.264
C 7.320 1.832 -0.668 -0.205
C 6.637 2.747 -1.697 -0.201
C 7.154 2.652 -3.137 -0.201
C 7.365 1.241 -3.701 -0.221
C 6.249 0.244 -3.409 -0.196
C 4.901 0.605 -4.088 -0.183
C 3.777 0.807 -3.068 -0.214
C 2.361 0.707 -3.683 -0.161
C 1.437 1.901 -3.373 -0.109
C 0.354 1.690 -2.306 -0.421
N -0.280 2.967 -1.960 0.034
C 0.634 3.978 -1.374 -0.218
C 0.650 5.246 -2.222 -0.198
C 1.516 6.357 -1.620 -0.255
C 2.905 5.901 -1.179 -0.113
C -0.734 0.808 -2.974 -0.141
C -1.658 0.128 -1.960 -0.440
P -3.098 -0.661 -2.757 0.737
O -4.019 0.346 -3.335 -0.414
S -0.687 -1.111 -1.111 0.602
O -0.664 -2.283 -1.930 -0.263
O -1.118 -1.233 0.247 -0.260
O 0.778 -0.493 -1.186 -0.161
C 0.798 0.948 -1.024 -0.273
N 2.126 1.319 -0.559 0.205
C 2.362 1.170 0.633 -0.261
O 2.645 1.104 1.752 0.214
H 5.234 3.065 0.897 0.066
H 5.317 1.889 2.191 0.059
H 6.752 2.868 1.752 0.072
H 6.684 0.375 0.833 0.105
H 5.403 0.969 -0.194 0.080
H 8.056 2.385 -0.084 0.107
H 7.810 0.979 -1.134 0.095
H 6.816 3.776 -1.376 0.110
H 5.556 2.622 -1.648 0.084
H 8.077 3.224 -3.224 0.107
H 6.432 3.166 -3.778 0.101
H 8.313 0.853 -3.326 0.102
H 7.473 1.314 -4.785 0.110
H 6.105 0.069 -2.345 0.089
H 6.572 -0.713 -3.824 0.108
H 5.053 1.522 -4.657 0.108
H 4.611 -0.197 -4.766 0.107
H 3.897 0.148 -2.212 0.098
H 3.863 1.823 -2.680 0.084
H 2.509 0.703 -4.764 0.109
H 1.903 -0.251 -3.443 0.106
H 0.881 2.138 -4.281 0.126
H 2.040 2.781 -3.164 0.104
H -0.984 2.770 -1.256 0.106
H 1.655 3.619 -1.302 0.082
H 0.287 4.275 -0.381 0.118
H -0.370 5.619 -2.313 0.110
H 1.020 5.026 -3.226 0.107
H 1.654 7.120 -2.388 0.103
H 1.019 6.848 -0.783 0.097
H 3.448 5.424 -1.998 0.073
H 3.501 6.748 -0.844 0.071
H 2.857 5.199 -0.346 0.060
H -0.280 0.049 -3.608 0.124
H -1.328 1.486 -3.587 0.134
H -2.026 0.831 -1.213 0.115
H -2.597 -1.575 -3.694 0.040
H -3.678 -1.433 -1.736 0.039
H 0.075 1.196 -0.240 0.152
C -8.850 -3.694 -6.815 -0.076
C -8.601 -3.018 -5.482 -0.254
O -7.378 -2.250 -5.456 -0.268
S -7.361 -0.862 -6.240 0.572
C -5.852 -0.252 -5.582 -0.142
O -8.461 -0.069 -5.781 -0.276
O -7.211 -1.114 -7.642 -0.282
H -9.026 -2.967 -7.605 0.070
H -9.726 -4.338 -6.740 0.080
H -7.990 -4.297 -7.105 0.084
H -9.433 -2.373 -5.197 0.114
H -8.474 -3.761 -4.697 0.120
H -5.961 -0.087 -4.517 0.049
H -5.644 0.687 -6.089 0.083
H -5.066 -0.973 -5.791 0.072
C -2.749 6.834 2.099 -0.072
C -2.400 6.533 3.542 -0.244
O -1.388 5.507 3.678 -0.264
S 0.110 5.895 3.325 0.562
C 0.879 4.459 3.988 -0.117
O 0.483 7.047 4.085 -0.267
O 0.279 5.900 1.902 -0.291
H -1.909 7.279 1.568 0.069
H -3.585 7.533 2.064 0.083
H -3.029 5.921 1.574 0.084
H -2.074 7.428 4.073 0.116
H -3.264 6.133 4.068 0.122
H 0.731 4.444 5.064 0.077
H 1.937 4.532 3.749 0.078
H 0.446 3.579 3.518 0.072
C -1.519 -2.357 2.998 -0.079
C -1.770 -3.817 2.702 -0.239
O -2.487 -4.505 3.758 -0.269
S -4.037 -4.197 3.915 0.563
C -4.406 -5.508 5.027 -0.119
O -4.681 -4.423 2.657 -0.274
O -4.214 -2.948 4.590 -0.276
H -2.449 -1.792 3.039 0.076
H -0.900 -1.930 2.214 0.041
H -1.021 -2.239 3.961 0.087
H -2.312 -3.947 1.764 0.115
H -0.829 -4.357 2.614 0.123
H -4.249 -6.457 4.523 0.077
H -5.450 -5.401 5.313 0.079
H -3.766 -5.412 5.900 0.059
C -1.570 -6.630 8.185 -0.071
C -1.152 -7.460 6.988 -0.249
O -0.521 -8.705 7.361 -0.263
S -1.456 -9.859 7.930 0.565
C -0.276 -11.159 7.858 -0.122
O -2.509 -10.097 6.989 -0.275
O -1.774 -9.588 9.297 -0.274
H -2.354 -7.122 8.759 0.072
H -1.946 -5.663 7.850 0.075
H -0.724 -6.468 8.853 0.086
H -1.999 -7.669 6.332 0.107
H -0.404 -6.924 6.406 0.123
H -0.018 -11.347 6.819 0.075
H -0.749 -12.034 8.298 0.078
H 0.597 -10.871 8.437 0.076


72
Properties=species:S:1:pos:R:3:lowdin_charge:R:1 method="wB97M-V/def2-TZVPD" e_above_lowest_kcal_mol=36.18 multiplicity=5 s2=6.359 charge=-2 lumo_energy_ev="4.25 / 4.25" homo_energy_ev="0.21 / -0.26"
Fe 0.680 -0.336 -0.407 0.297
N 0.456 -3.111 -0.660 0.021
C 1.433 -4.003 -0.076 -0.275
C 1.725 -3.599 1.373 -0.240
N 2.165 -2.240 1.510 -0.099
C 3.563 -1.922 1.361 -0.263
C 4.004 -1.627 -0.076 -0.269
N 3.104 -0.667 -0.693 -0.010
H 0.437 -3.114 -1.671 0.075
H -0.483 -3.274 -0.319 0.066
H 1.133 -5.063 -0.085 0.095
H 2.350 -3.930 -0.662 0.092
H 0.795 -3.710 1.941 0.095
H 2.451 -4.318 1.795 0.101
H 1.717 -1.704 2.234 0.048
H 3.742 -1.016 1.944 0.068
H 4.217 -2.718 1.764 0.103
H 5.042 -1.267 -0.027 0.101
H 4.018 -2.539 -0.679 0.089
H 3.057 0.182 -0.130 -0.027
H 3.408 -0.399 -1.621 0.083
O -0.022 -0.521 -2.478 -0.066
C -0.830 -0.323 -1.540 -0.438
C -2.213 -0.424 -1.342 -0.259
C -3.232 -0.517 -2.344 -0.061
C -4.547 -0.631 -1.969 -0.149
C -4.933 -0.672 -0.610 -0.148
C -3.940 -0.588 0.381 -0.122
C -2.614 -0.466 0.038 -0.336
P -1.152 -0.422 1.115 1.036
C -1.862 -1.149 2.672 -0.326
C -1.883 -2.537 2.796 -0.108
C -2.414 -3.155 3.919 -0.106
C -2.930 -2.386 4.955 -0.120
C -2.915 -1.002 4.847 -0.100
C -2.387 -0.391 3.716 -0.091
C -0.943 1.308 1.616 -0.409
C 0.181 1.548 2.572 -0.697
C 0.339 2.974 2.950 -0.153
C -0.320 3.969 2.306 -0.131
C -1.270 3.680 1.293 -0.091
C -1.579 2.347 0.989 -0.114
H -2.948 -0.480 -3.388 0.098
H -5.314 -0.690 -2.736 0.079
H -5.977 -0.765 -0.337 0.064
H -4.224 -0.632 1.428 0.091
H -1.481 -3.142 1.988 0.083
H -2.422 -4.237 3.989 0.091
H -3.336 -2.862 5.840 0.087
H -3.317 -0.393 5.649 0.092
H -2.394 0.690 3.633 0.106
H 0.088 0.917 3.461 0.068
H 1.073 3.200 3.714 0.086
H -0.111 5.004 2.557 0.086
H -1.759 4.485 0.761 0.085
H -2.314 2.123 0.224 0.105
C 1.460 2.233 -1.572 -0.059
C 1.563 2.635 -2.872 -0.336
C 2.816 2.607 -3.607 -0.088
C 2.922 3.040 -4.893 -0.104
C 1.802 3.529 -5.615 -0.311
C 0.552 3.529 -4.935 -0.095
C 0.429 3.102 -3.650 -0.073
C 1.926 3.983 -6.945 -0.293
N 2.032 4.357 -8.041 0.045
H 0.541 2.366 -1.011 0.031
H 2.347 1.981 -1.005 0.002
H 3.698 2.237 -3.093 0.084
H 3.885 3.010 -5.394 0.093
H -0.326 3.873 -5.473 0.095
H -0.545 3.096 -3.174 0.096
S 1.786 0.938 1.798 0.528


21
Properties=species:S:1:pos:R:3:lowdin_charge:R:1 method="wB97M-V/def2-TZVPD" e_above_lowest_kcal_mol=49.18 charge=+1 lumo_energy_ev=-4.46 homo_energy_ev=-14.44
C 0.017 -0.417 2.809 0.138
N -0.128 -0.451 1.526 0.197
H -0.238 0.455 3.377 0.106
H 0.504 -1.235 3.486 0.160
H -0.010 -1.220 0.978 0.090
H -0.383 0.409 1.004 0.088
H -1.301 1.715 -3.027 0.107
H -1.924 0.470 -2.315 -0.053
O -1.773 1.384 -2.181 -0.070
H -0.070 2.628 0.720 0.074
H -1.141 2.240 -0.224 0.073
O -0.847 2.048 0.718 -0.065
H 1.585 -1.957 -1.066 0.073
H 1.189 -0.754 -1.779 -0.084
O 1.786 -1.017 -1.234 0.033
H -1.582 -1.521 -3.152 -0.010
H -2.444 -2.174 -2.283 0.092
O -1.948 -1.339 -2.363 0.003
H 3.424 -0.042 1.094 0.132
H 2.754 0.710 2.282 0.016
O 2.529 0.068 1.632 -0.100


12
Properties=species:S:1:pos:R:3:lowdin_charge:R:1 method="wB97M-V/def2-TZVPD" e_above_lowest_kcal_mol=79.84 charge=0 lumo_energy_ev=0.68 smiles="O=CC1COC1" homo_energy_ev=-9.67
O 2.585 -0.634 0.442 0.056
C 1.384 -0.715 0.405 -0.315
C 0.288 -0.061 -0.297 -0.202
C -1.192 -0.439 -0.114 -0.150
O -1.540 0.911 0.216 -0.109
C -0.193 1.372 0.027 -0.108
H 0.950 -1.696 0.668 0.123
H 0.742 -0.736 -1.170 0.209
H -1.669 -0.755 -1.055 0.123
H -1.456 -1.158 0.673 0.123
H 0.204 1.796 0.970 0.134
H -0.102 2.114 -0.765 0.115


58
Properties=species:S:1:pos:R:3:lowdin_charge:R:1 method="wB97M-V/def2-TZVPD" e_above_lowest_kcal_mol=0.00 charge=+3 lumo_energy_ev=-12.09 homo_energy_ev=-17.60
Ir -0.480 -0.474 0.332 1.514
C -3.521 -0.352 0.714 -0.004
O -2.316 -0.505 1.542 -0.345
C -2.405 -1.718 2.338 -0.113
C -1.897 -2.872 1.507 -0.078
O -0.600 -2.541 0.917 -0.290
C 0.576 -2.884 1.695 -0.096
C 0.938 -1.733 2.582 -0.096
O 0.962 -0.530 1.741 -0.327
C 1.260 0.647 2.577 0.039
H -4.357 -0.114 1.370 0.129
H -3.354 0.468 0.020 0.094
H -3.726 -1.268 0.162 0.107
H -1.826 -1.538 3.239 0.135
H -3.442 -1.886 2.631 0.162
H -1.801 -3.783 2.097 0.162
H -2.545 -3.078 0.657 0.145
H 0.402 -3.794 2.268 0.167
H 1.368 -3.084 0.975 0.131
H 0.239 -1.571 3.400 0.136
H 1.936 -1.867 3.001 0.168
H 2.190 0.426 3.096 0.128
H 1.395 1.499 1.927 0.086
H 0.448 0.810 3.284 0.122
C 0.134 -0.061 -2.391 -0.108
C 0.802 -0.441 -3.786 -0.083
N 1.842 -1.390 -3.542 -0.147
C 2.861 -0.875 -2.656 -0.087
C 2.250 -0.644 -1.228 -0.084
N 0.772 -0.859 -1.304 -0.266
C 0.542 -2.301 -1.689 -0.099
C 1.293 -2.613 -3.038 -0.091
H -0.940 -0.305 -2.393 0.132
H 0.254 0.996 -2.201 0.092
H 1.208 0.466 -4.228 0.144
H 0.059 -0.865 -4.456 0.143
H 3.247 0.061 -3.055 0.141
H 3.681 -1.588 -2.594 0.143
H 2.456 0.360 -0.870 0.103
H 2.647 -1.345 -0.495 0.128
H -0.535 -2.450 -1.795 0.127
H 0.915 -2.940 -0.899 0.098
H 0.595 -3.038 -3.756 0.144
H 2.091 -3.330 -2.855 0.144
F 0.762 6.304 1.007 0.195
C -0.377 5.918 0.436 -0.605
F -1.401 6.395 1.127 0.194
F -0.421 6.388 -0.807 0.201
C -0.417 4.393 0.389 -0.026
C 0.617 3.703 -0.233 0.076
C 0.566 2.330 -0.281 -0.112
N -0.452 1.611 0.244 -0.096
C -1.425 2.292 0.879 -0.065
C -1.446 3.671 0.963 0.081
H 1.458 4.224 -0.673 0.158
H 1.377 1.788 -0.735 0.093
H -2.202 1.725 1.362 0.106
H -2.258 4.164 1.480 0.152